# C27H29FN4O3

A single C27H29FN4O3 molecule (the ωB97M-V functional and the def2-TZVPD basis, the Open Molecules 2025 dataset).

```
64
Properties=species:S:1:pos:R:3:forces:R:3
C 0.655 1.016 2.348 0.0412 -0.0667 0.0916
C 1.623 1.707 1.439 -0.0778 -0.0362 -0.1974
C 2.479 2.679 1.949 0.0526 0.0244 -0.0332
C 3.415 3.307 1.150 0.0218 0.0040 0.0810
C 3.517 2.975 -0.191 -0.0063 -0.0293 -0.1289
C 2.677 2.015 -0.719 -0.0289 0.0658 0.0794
C 1.733 1.387 0.086 0.1050 0.5267 0.1452
N 0.902 0.383 -0.492 0.2398 -0.0885 0.0752
C -0.248 0.652 -1.128 -0.1694 0.3654 -0.2165
O -0.960 -0.254 -1.565 -0.1019 -0.1357 -0.2831
C -0.656 2.101 -1.299 -0.0341 0.0183 -0.0366
C -1.539 2.638 -0.165 -0.0481 0.1075 -0.0138
C -3.010 2.228 -0.134 0.3987 0.1303 0.0232
O -3.835 2.984 0.332 -0.1827 0.1715 0.1138
N -3.288 0.984 -0.600 0.1583 -0.2379 -0.1888
C -4.507 0.317 -0.567 -0.4801 -0.0962 0.1084
N -4.394 -0.982 -0.835 0.3813 0.1523 -0.0989
C -5.487 -1.724 -0.840 -0.2742 -0.0708 -0.0142
C -6.749 -1.221 -0.577 -0.0542 0.0352 0.0312
C -6.862 0.132 -0.290 0.1578 -0.1845 -0.0638
C -5.730 0.925 -0.282 -0.0256 0.1139 0.0237
H -5.774 1.977 -0.060 0.0202 0.0274 -0.0005
H -7.827 0.568 -0.077 -0.0559 0.0431 0.0176
H -7.614 -1.865 -0.595 -0.0569 -0.0805 -0.0013
H -5.333 -2.772 -1.064 -0.0832 -0.0950 -0.0125
H -2.546 0.400 -0.993 -0.0165 0.1809 0.0578
H -1.115 2.365 0.804 -0.0122 0.0526 0.0421
H -1.539 3.730 -0.209 -0.0512 -0.1245 0.0505
H 0.235 2.726 -1.363 -0.1287 -0.0167 -0.0305
H -1.202 2.170 -2.243 0.1130 -0.0681 0.0185
C 1.381 -1.011 -0.476 0.0750 -0.4407 0.0184
C 2.883 -1.067 -0.544 -0.1009 -0.2062 -0.0929
C 3.489 -1.365 -1.759 -0.1115 0.0656 0.2172
C 4.866 -1.389 -1.880 0.3186 0.0383 0.0528
C 5.632 -1.114 -0.763 -0.1454 0.0035 -0.0903
C 5.058 -0.826 0.461 0.1365 0.0194 -0.0793
C 3.679 -0.800 0.564 0.1568 -0.1293 -0.0529
H 3.226 -0.594 1.518 -0.0276 0.0182 0.0710
H 5.685 -0.624 1.314 0.0909 0.0213 0.0805
F 6.977 -1.125 -0.873 -0.1155 -0.0151 0.0225
H 5.345 -1.617 -2.819 0.0753 -0.0252 -0.0773
H 2.880 -1.579 -2.625 -0.0796 -0.0245 -0.0815
H 0.966 -1.475 -1.381 0.1157 0.1084 0.2066
C 0.778 -1.777 0.732 -0.0425 0.1528 -0.5681
O 1.413 -2.087 1.719 0.2626 -0.0949 0.3603
N -0.520 -2.045 0.548 -0.4723 -0.1521 -0.0605
H -0.978 -1.731 -0.302 0.2467 0.0700 0.0100
C -1.353 -2.744 1.508 -0.1004 -0.0826 0.2431
C -1.930 -3.996 0.854 0.2066 0.1165 0.1922
H -1.131 -4.641 0.497 0.0440 -0.0820 -0.0526
H -2.559 -3.713 0.012 -0.1075 0.0031 -0.1287
H -2.532 -4.549 1.569 -0.1150 -0.0882 0.0525
C -2.469 -1.820 1.990 0.2321 -0.1329 0.0311
H -3.091 -1.523 1.148 -0.0617 0.0353 -0.0315
H -3.091 -2.334 2.718 -0.1275 -0.0423 0.0998
H -2.058 -0.930 2.460 0.0338 0.1066 0.0596
H -0.700 -3.019 2.343 -0.1125 0.0345 -0.1461
H 2.745 1.737 -1.761 0.0079 -0.0560 -0.0912
H 4.250 3.456 -0.820 0.0718 0.0476 -0.0637
H 4.068 4.055 1.573 0.0617 0.0756 0.0469
H 2.406 2.939 2.995 -0.0210 0.0383 0.1167
H 1.154 0.192 2.860 -0.0542 -0.0671 0.0342
H -0.184 0.593 1.800 -0.0771 -0.0438 0.0436
H 0.282 1.703 3.105 -0.0650 0.0391 0.0185
```
Forces are in eV/Å.

**SMILES**: Cc1ccccc1N(C(=O)CCC(=O)Nc1ccccn1)[C@H](C(=O)NC(C)C)c1ccc(F)cc1
**2S+1**: 1
**LUMO energy**: 0.61 eV
**Energy above the lowest of the compared OMol25 structures with the same formula, charge and spin**: 0.7 kJ/mol
**Electronic energy**: -1590.9797 Ha

Charges per atom according to natural (NBO) partitioning, unit e:
1 C -0.673
2 C 0.076
3 C -0.224
4 C -0.192
5 C -0.217
6 C -0.198
7 C 0.094
8 N -0.450
9 C 0.720
10 O -0.685
11 C -0.508
12 C -0.478
13 C 0.687
14 O -0.612
15 N -0.643
16 C 0.366
17 N -0.466
18 C 0.050
19 C -0.286
20 C -0.152
21 C -0.276
22 H 0.259
23 H 0.218
24 H 0.219
25 H 0.192
26 H 0.448
27 H 0.231
28 H 0.245
29 H 0.243
30 H 0.242
31 C -0.179
32 C 0.024
33 C -0.194
34 C -0.293
35 C 0.401
36 C -0.274
37 C -0.183
38 H 0.239
39 H 0.230
40 F -0.324
41 H 0.231
42 H 0.213
43 H 0.246
44 C 0.686
45 O -0.641
46 N -0.627
47 H 0.434
48 C -0.057
49 C -0.609
50 H 0.214
51 H 0.206
52 H 0.211
53 C -0.614
54 H 0.221
55 H 0.211
56 H 0.206
57 H 0.223
58 H 0.224
59 H 0.221
60 H 0.218
61 H 0.214
62 H 0.251
63 H 0.218
64 H 0.225

***

# C31H40BMoN4S4Se2Te2

C31H40BMoN4S4Se2Te2 as an isolated structure at a distorted geometry (the ωB97M-V functional and the def2-TZVPD basis, the Open Molecules 2025 dataset).

```
85
Properties=species:S:1:pos:R:3:forces:R:3
Mo 0.962 -1.097 -1.424 0.7575 -3.6471 0.5412
S 2.616 -4.820 0.574 -0.1555 0.3167 -0.0586
C 1.992 -3.431 0.028 0.3276 -0.2977 0.0151
S 0.338 -3.173 -0.498 -0.3479 0.6311 0.0963
S 2.878 -1.951 -0.334 -0.4629 0.5142 -0.1821
Se 1.164 -3.655 -3.536 -0.4141 0.0820 -0.2680
Te 2.858 -5.545 -3.565 0.4164 -0.0049 -0.1088
Te 2.619 -5.301 -6.310 -0.0817 -0.1434 0.1290
Se 1.509 -3.046 -5.813 0.2199 0.0150 0.0211
C 1.920 3.700 3.462 -0.1343 -0.2562 -0.0874
C 2.093 2.311 2.841 0.0671 -0.0084 0.1836
C 3.059 1.458 3.670 -0.2308 0.0137 -0.0558
C 2.609 2.395 1.425 -0.2335 -0.0267 -0.1355
C 3.864 2.959 1.225 -0.0781 0.0171 -0.1590
C 4.471 2.958 -0.013 0.0161 -0.0537 0.0014
C 3.834 2.347 -1.074 -0.1848 -0.0468 0.0316
C 2.571 1.794 -0.919 -0.1312 0.0979 0.1889
C 1.900 1.181 -2.118 0.1408 -0.0421 0.2061
C 1.385 2.263 -3.068 -0.3656 -0.1827 0.0998
C 2.733 0.132 -2.841 0.0331 0.1712 0.2628
C 1.921 1.864 0.323 0.7610 0.2434 -0.1443
N 0.618 1.335 0.471 0.3463 -0.4562 -0.1776
B 0.184 -0.016 0.220 -0.2336 0.7926 0.6543
N -1.108 -0.099 0.834 -0.0010 -0.4533 -0.3594
C -1.439 1.154 1.291 0.1868 0.9442 -0.0173
C -0.402 2.010 1.091 -0.9748 0.0399 0.1532
C -1.844 -1.221 1.323 -0.3147 -0.6004 0.3437
C -1.747 -1.493 2.699 -0.0056 0.2034 -0.1424
C -2.468 -2.558 3.218 -0.0290 0.0086 -0.0166
C -3.272 -3.338 2.409 0.0282 -0.0058 -0.0463
C -3.343 -3.076 1.056 0.0638 0.0559 0.0744
C -2.630 -2.026 0.492 0.0852 0.2129 -0.0753
C -2.774 -1.720 -0.980 0.0308 0.0215 -0.1173
C -2.886 -2.964 -1.863 0.1562 0.1153 0.1332
C -3.994 -0.816 -1.181 0.3352 0.0202 -0.0477
C -0.820 -0.703 3.598 0.1519 -0.0113 0.1430
C 0.537 -1.413 3.634 -0.1230 0.2045 -0.0953
C -1.365 -0.489 5.010 0.0234 0.0545 -0.2346
H 1.489 3.610 4.456 -0.0164 0.0402 0.1216
H 1.261 4.320 2.856 -0.0441 0.1004 -0.0239
H 2.878 4.205 3.549 0.0894 0.1095 0.0295
H 1.127 1.805 2.852 0.0564 0.0241 -0.0236
H 4.039 1.921 3.735 0.1562 0.0724 0.0273
H 3.178 0.474 3.223 0.0342 -0.1150 0.0042
H 2.674 1.342 4.678 -0.0229 -0.0620 0.1840
H 4.381 3.394 2.065 0.0810 0.0474 0.1302
H 5.443 3.404 -0.146 0.1335 0.0490 -0.0128
H 4.315 2.305 -2.039 0.1051 0.0021 -0.1828
H 0.955 0.656 -1.732 -0.1377 1.8641 -0.3046
H 2.219 2.875 -3.410 0.0794 -0.0190 0.0238
H 0.674 2.906 -2.553 0.0273 0.1099 0.0199
H 0.896 1.824 -3.937 0.0232 -0.0092 -0.0542
H 3.728 0.019 -2.408 -0.2352 -0.2047 0.0042
H 2.830 0.352 -3.906 -0.2515 -0.3128 0.0280
H 2.216 -0.876 -2.782 1.1620 0.1316 -1.2188
H -2.387 1.340 1.760 -0.0795 0.0425 0.1223
H -0.338 3.052 1.338 0.0560 0.1627 0.0907
H -2.396 -2.787 4.268 -0.0051 -0.0003 0.1581
H -3.842 -4.151 2.832 -0.0285 -0.1059 0.0494
H -3.966 -3.700 0.437 -0.0754 -0.0676 -0.1515
H -1.867 -1.175 -1.291 -0.3520 -0.1016 0.1048
H -3.836 -3.475 -1.726 -0.0790 -0.0475 0.0303
H -2.080 -3.664 -1.644 -0.0477 -0.0892 -0.0784
H -2.812 -2.680 -2.913 -0.0135 -0.0150 -0.0612
H -4.883 -1.295 -0.777 -0.0995 -0.0264 0.0026
H -4.160 -0.623 -2.240 -0.0805 0.0543 -0.1720
H -3.855 0.134 -0.670 -0.0609 0.1604 0.1098
H -0.669 0.293 3.176 0.0357 -0.1751 0.0551
H 0.416 -2.430 3.996 0.0314 -0.1713 0.0310
H 1.223 -0.891 4.296 0.1451 0.0625 0.0630
H 0.970 -1.446 2.632 0.1205 -0.0968 -0.0288
H -1.353 -1.406 5.592 -0.0449 -0.1235 0.1084
H -2.384 -0.106 4.976 -0.0626 0.0046 0.0874
H -0.742 0.237 5.531 0.0264 0.0144 0.0620
S -0.375 -1.044 -3.593 0.0264 -0.3029 -0.2630
C -1.408 0.268 -3.468 -0.2056 0.0053 -0.4224
N -2.271 0.530 -4.513 0.4688 0.0354 0.6999
C -3.118 1.575 -4.463 -0.1314 0.2628 0.2039
C -3.135 2.375 -3.357 0.2873 -0.1761 0.1524
C -2.232 2.056 -2.313 -0.5324 0.2440 -0.5983
N -1.409 1.043 -2.377 0.1305 -0.1212 0.0920
H -2.215 -0.083 -5.318 -0.0983 0.0819 0.0205
H -3.755 1.738 -5.318 -0.0211 -0.0550 -0.0774
H -3.792 3.224 -3.294 -0.1190 0.0738 0.0041
H -2.174 2.651 -1.413 -0.0765 0.1039 0.1040
```
Forces are in eV/Å.

**Net charge**: +1
**2S+1**: 1
**LUMO energy (spin up / spin down)**: -4.05 / -4.15 eV
**Electronic energy**: -8448.8218 Ha

Charges per atom according to natural (NBO) partitioning, unit e:
1 Mo 0.074
2 S 0.115
3 C -0.541
4 S 0.184
5 S 0.153
6 Se -0.160
7 Te 0.219
8 Te 0.171
9 Se -0.150
10 C -0.594
11 C -0.257
12 C -0.594
13 C -0.020
14 C -0.146
15 C -0.205
16 C -0.208
17 C -0.071
18 C -0.155
19 C -0.593
20 C -0.509
21 C 0.219
22 N -0.726
23 B 0.828
24 N -0.727
25 C -0.076
26 C -0.089
27 C 0.203
28 C -0.015
29 C -0.208
30 C -0.180
31 C -0.213
32 C -0.028
33 C -0.248
34 C -0.609
35 C -0.594
36 C -0.245
37 C -0.593
38 C -0.602
39 H 0.218
40 H 0.204
41 H 0.208
42 H 0.215
43 H 0.207
44 H 0.218
45 H 0.214
46 H 0.212
47 H 0.226
48 H 0.213
49 H 0.202
50 H 0.237
51 H 0.221
52 H 0.208
53 H 0.263
54 H 0.257
55 H 0.185
56 H 0.236
57 H 0.233
58 H 0.220
59 H 0.222
60 H 0.217
61 H 0.201
62 H 0.212
63 H 0.227
64 H 0.205
65 H 0.225
66 H 0.189
67 H 0.203
68 H 0.210
69 H 0.214
70 H 0.211
71 H 0.208
72 H 0.207
73 H 0.213
74 H 0.214
75 S -0.031
76 C 0.288
77 N -0.506
78 C 0.121
79 C -0.326
80 C 0.182
81 N -0.495
82 H 0.451
83 H 0.246
84 H 0.259
85 H 0.230